i) The molecule C3H6O2. Source: OMol25; level of theory: wB97M-V/def2-TZVPD.

Calculated values
spin multiplicity: 1
SMILES: C[C@]1(O)CO1
HOMO: -9.47 eV
frontier orbital gap: 0.38305 hartree

Last column: Mulliken charge in e.
Positions of all 11 atoms, in Å:
C1 0.46811 0.50012 -1.23097  -1.1703
C2 0.26116 -0.03715 0.16572  0.7643
O1 1.38084 -0.23281 0.87649  -0.5101
C3 -0.99712 -0.56771 0.64699  -0.2843
O2 -0.71730 0.50243 1.50485  -0.6230
H1 1.52872 0.67604 -1.44530  0.3262
H2 -0.07719 1.43813 -1.32613  0.3180
H3 0.06799 -0.19574 -1.98468  0.2960
H4 0.95239 -0.15306 1.76240  0.3899
H5 -1.02558 -1.58665 1.04000  0.2502
H6 -1.84203 -0.34360 -0.00937  0.2432

=====

ii) A cluster of 2 separate species, C3H6O2 in total. Source: OMol25; level of theory: wB97M-V/def2-TZVPD.

Calculated values
spin multiplicity: 1
HOMO: -8.57 eV
frontier orbital gap: 0.33069 hartree

Last column: Mulliken charge in e.
Positions of all 11 atoms, in Å:
C1 1.09681 0.40668 1.12968  -0.3987
C2 0.35492 -0.51096 0.82707  0.1303
C3 -0.69233 -1.26524 0.12553  -0.9274
O1 0.34509 1.69689 -1.37732  -0.3118
O2 -1.13235 1.71588 -1.14009  -0.5473
H1 0.60143 0.93249 -0.57083  0.3456
H2 1.96216 0.77828 1.65143  0.3762
H3 -1.00279 -2.01958 0.93187  0.2899
H4 -1.41414 -0.58974 -0.19436  0.3607
H5 -0.19322 -1.54055 -0.80413  0.2908
H6 0.57179 1.42052 -2.29133  0.3917

=====

iii) A cluster of 2 separate species, C3H6O2 in total. Source: OMol25; level of theory: wB97M-V/def2-TZVPD.

Calculated values
spin multiplicity: 1
HOMO: -9.15 eV
frontier orbital gap: 0.34842 hartree

Last column: Mulliken charge in e.
Positions of all 11 atoms, in Å:
O1 -2.69844 1.74715 -0.28685  -0.3694
C1 -1.90049 0.83050 0.20036  -0.1300
C2 1.18560 -1.36762 0.12578  -0.7972
C3 1.54079 0.06953 -0.13415  0.1855
O2 2.55739 0.59967 0.24783  -0.4893
H1 -2.44502 1.91994 -1.20700  0.3740
H2 0.19368 -1.41892 0.58825  0.2420
H3 -2.28356 0.72479 1.24363  0.1227
H4 1.12922 -1.90367 -0.82984  0.2579
H5 1.93544 -1.83717 0.76581  0.2907
H6 0.78538 0.63579 -0.71382  0.3130

=====

Relative to the most stable one, in hartree, the structures come out at i) 0.0000; ii) 0.1874; iii) 0.0424.

=====

i) The molecule C3H6O2. Source: OMol25; level of theory: wB97M-V/def2-TZVPD.

Calculated values
spin multiplicity: 1
SMILES: CC(=O)CO
HOMO: -10.22 eV
frontier orbital gap: 0.40729 hartree

Last column: Mulliken charge in e.
Positions of all 11 atoms, in Å:
C1 1.29882 -0.28347 -0.77482  -1.0306
C2 0.24760 0.41626 0.05074  0.7955
O1 0.42802 1.52697 0.51029  -0.5944
C3 -1.07870 -0.27516 0.32056  -0.4418
O2 -1.74784 0.31776 1.38901  -0.5238
H1 1.47331 0.27137 -1.70200  0.2914
H2 1.03223 -1.31739 -1.01024  0.2969
H3 2.23687 -0.27189 -0.21104  0.3073
H4 -0.91641 -1.34059 0.51993  0.3030
H5 -1.66960 -0.21659 -0.61178  0.2295
H6 -1.30429 1.17274 1.51935  0.3670

=====

ii) The molecule C3H6O2. Source: OMol25; level of theory: wB97M-V/def2-TZVPD.

Calculated values
spin multiplicity: 1
SMILES: O/C=C\CO
HOMO: -9.07 eV
frontier orbital gap: 0.36200 hartree

Last column: Mulliken charge in e.
Positions of all 11 atoms, in Å:
O1 -1.93920 -0.25818 -0.05422  -0.4718
C1 -1.02795 0.68470 0.30932  -0.3083
C2 0.24699 0.47283 0.68619  -0.2306
C3 0.99546 -0.67101 0.05857  -0.3699
O2 1.08532 -0.05498 -1.22910  -0.5265
H1 -1.52268 -1.12916 -0.12828  0.3280
H2 -1.46566 1.67600 0.27378  0.3480
H3 0.88714 1.32915 0.88822  0.2835
H4 0.44643 -1.63021 0.01635  0.2048
H5 1.96898 -0.89545 0.52186  0.2696
H6 0.23149 0.49802 -1.11376  0.4734

=====

Relative to the most stable one, in hartree, the structures come out at i) 0.0000; ii) 0.0682.

=====

i) The molecule C3H6O2. Source: OMol25; level of theory: wB97M-V/def2-TZVPD.

Calculated values
spin multiplicity: 1
SMILES: O[C@@H]1C[C@@H]1O
HOMO: -9.33 eV
frontier orbital gap: 0.37543 hartree

Last column: Mulliken charge in e.
Positions of all 11 atoms, in Å:
O1 0.23013 -0.06135 -1.61598  -0.5697
C1 0.26414 -0.76094 -0.42426  0.0779
C2 -0.91479 -0.84651 0.52971  -0.5897
C3 0.35745 0.02073 0.83339  -0.1458
O2 0.17961 1.42554 0.64427  -0.5434
H1 -0.06184 0.92404 -1.41949  0.3585
H2 0.76212 -1.75736 -0.46784  0.3090
H3 -1.05880 -1.76714 1.08101  0.2552
H4 -1.82124 -0.28355 0.17660  0.2496
H5 1.15075 -0.23488 1.55459  0.2970
H6 -0.48972 1.72570 1.21577  0.3015

=====

ii) A cluster of 2 separate species, C3H6O2 in total. Source: OMol25; level of theory: wB97M-V/def2-TZVPD.

Calculated values
spin multiplicity: 1
SMILES: O=C[C@@H]1CO1.[H][H]
HOMO: -10.01 eV
frontier orbital gap: 0.39043 hartree

Last column: Mulliken charge in e.
Positions of all 11 atoms, in Å:
O1 -1.56515 0.68228 -1.10024  -0.4242
C1 -1.06861 0.96364 -0.03941  -0.2522
C2 -0.23526 -0.09047 0.64764  0.0679
C3 1.09073 -0.75248 0.74569  -0.0962
O2 0.15721 -1.09682 -0.24878  -0.3000
H1 -1.47540 1.79607 0.56520  0.3596
H2 -0.96609 -0.33396 1.43344  0.2060
H3 1.14873 -1.59206 1.44408  0.2312
H4 2.04587 -0.28678 0.49018  0.2210
H5 0.25162 0.21231 -2.06901  -0.0652
H6 0.90058 0.57849 -1.96184  0.0521

=====

Relative to the most stable one, in hartree, the structures come out at i) 0.0000; ii) 0.0735.

=====

i) The molecule C3H6O2. Source: OMol25; level of theory: wB97M-V/def2-TZVPD.

Calculated values
spin multiplicity: 1
SMILES: O[C@@H]1C[C@@H]1O
HOMO: -8.00 eV
frontier orbital gap: 0.32150 hartree

Last column: Mulliken charge in e.
Positions of all 11 atoms, in Å:
O1 0.54390 -1.57018 -0.89170  -0.4371
C1 0.54896 -0.21101 -0.98775  -0.1074
C2 0.61509 0.63547 0.60068  -0.8350
C3 -0.56987 0.47181 -0.25189  0.1277
O2 -1.51446 -0.47453 0.19726  -0.5690
H1 -0.27506 -1.80705 -0.41436  0.3293
H2 1.51538 0.28985 -0.73087  0.2582
H3 0.80854 -0.06289 1.40086  0.3221
H4 1.07247 1.62389 0.65989  0.3003
H5 -1.02542 1.35484 -0.69639  0.2906
H6 -1.71952 -0.25022 1.11427  0.3202

=====

ii) The molecule C3H6O2. Source: OMol25; level of theory: wB97M-V/def2-TZVPD.

Calculated values
spin multiplicity: 1
SMILES: COCC=O
HOMO: -9.74 eV
frontier orbital gap: 0.39179 hartree

Last column: Mulliken charge in e.
Positions of all 11 atoms, in Å:
C1 1.29607 0.93333 0.07410  -0.6686
O1 -0.10665 0.99445 -0.02888  -0.3488
C2 -0.76375 -0.15159 0.44101  -0.3728
C3 -1.07525 -1.13521 -0.68300  0.0804
O2 -1.24599 -2.31778 -0.52051  -0.4705
H1 1.61934 0.89368 1.12565  0.2937
H2 1.72058 0.06695 -0.45492  0.3109
H3 1.67645 1.85067 -0.37838  0.2414
H4 -1.72131 0.18763 0.85946  0.3045
H5 -0.21808 -0.65437 1.25274  0.2988
H6 -1.18141 -0.66776 -1.68726  0.3308

=====

iii) A structure of composition C3H6O2. Source: OMol25; level of theory: wB97M-V/def2-TZVPD.

Calculated values
spin multiplicity: 1
HOMO: -10.36 eV
frontier orbital gap: 0.40325 hartree

Last column: Mulliken charge in e.
Positions of all 11 atoms, in Å:
C1 -1.57136 -0.99733 -0.23288  -0.8235
C2 -0.33913 -0.21584 -0.31329  0.7338
C3 0.23725 0.42263 0.99178  -0.5210
H1 -2.08330 -0.94603 0.95215  0.2552
H2 -1.22237 -2.26019 -0.52125  0.2553
H3 -2.30958 -0.55892 -1.12412  0.2784
H4 -0.53915 1.11281 1.35468  0.2824
H5 0.32083 -0.38996 1.77652  0.2746
H6 1.60151 0.87957 -0.21817  0.3790
O1 0.30010 -0.14983 -1.34251  -0.5874
O2 1.48384 1.01307 0.73083  -0.5268

=====

Relative to the most stable one, in hartree, the structures come out at i) 0.0877; ii) 0.0000; iii) 0.0243.

=====

i) A cluster of 2 separate species, C3H6O2 in total. Source: OMol25; level of theory: wB97M-V/def2-TZVPD.

Calculated values
spin multiplicity: 1
SMILES: C=CO.C=O
HOMO: -9.08 eV
frontier orbital gap: 0.34548 hartree

Last column: Mulliken charge in e.
Positions of all 11 atoms, in Å:
C1 -0.72541 -2.06037 1.63275  -0.7097
C2 -0.55085 -1.31922 0.55197  0.1205
O1 -0.35124 0.03173 0.58994  -0.4403
H1 -0.97538 -3.10528 1.53474  0.2393
H2 -0.79634 -1.61272 2.61623  0.2519
H3 -0.72633 -1.69596 -0.45326  0.2586
H4 -0.10763 0.34851 -0.28566  0.3266
C3 1.22884 1.65268 -0.99571  -0.1459
O2 0.29805 1.64190 -1.75956  -0.4228
H5 2.17456 1.12505 -1.22497  0.2654
H6 1.20668 2.16776 -0.01869  0.2565

=====

ii) A cluster of 2 separate species, C3H6O2 in total. Source: OMol25; level of theory: wB97M-V/def2-TZVPD.

Calculated values
spin multiplicity: 1
SMILES: CC=O.C=O
HOMO: -9.67 eV
frontier orbital gap: 0.38049 hartree

Last column: Mulliken charge in e.
Positions of all 11 atoms, in Å:
C1 -0.99478 -0.73062 1.14597  -0.8517
C2 -0.00979 0.24344 1.75579  0.1929
O1 -0.21601 1.43080 1.75710  -0.4636
H1 -1.81749 -0.11573 0.76759  0.2779
H2 -0.61927 -1.20896 0.24194  0.1904
H3 -1.43105 -1.45062 1.83138  0.3268
H4 0.94152 -0.16122 2.15446  0.3253
C3 0.86627 -0.62773 -2.69053  -0.0921
O2 0.42471 0.00038 -1.77893  -0.3529
H5 1.90527 -0.99882 -2.67048  0.2143
H6 0.30946 -0.86062 -3.60701  0.2325

=====

Relative to the most stable one, in hartree, the structures come out at i) 0.0191; ii) 0.0000.

=====

i) A structure of composition C3H6O2. Source: OMol25; level of theory: wB97M-V/def2-TZVPD.

Calculated values
spin multiplicity: 1
HOMO: -9.87 eV
frontier orbital gap: 0.39135 hartree

Last column: Mulliken charge in e.
Positions of all 11 atoms, in Å:
C1 -1.35157 -0.72000 0.06052  -0.5510
C2 0.30709 0.93300 -0.21338  -0.2317
C3 1.55686 0.08737 0.06362  0.0318
H1 -1.72344 -1.75434 -0.68619  0.2174
H2 -2.24336 -0.12879 0.64760  0.2440
H3 -0.49683 -1.28878 0.93695  0.2181
H4 0.57194 1.66770 -1.01384  0.2430
H5 -0.02747 1.55849 0.72852  0.2590
H6 2.41975 0.42990 0.74637  0.3112
O1 -0.73814 0.22301 -0.76818  -0.2904
O2 1.72517 -1.00757 -0.50197  -0.4513

=====

ii) A structure of composition C3H6O2. Source: OMol25; level of theory: wB97M-V/def2-TZVPD.

Calculated values
spin multiplicity: 1
HOMO: -9.22 eV
frontier orbital gap: 0.37227 hartree

Last column: Mulliken charge in e.
Positions of all 11 atoms, in Å:
C1 1.41790 0.00575 -0.09691  -1.1718
C2 -0.02755 -0.29103 0.13150  0.7486
O1 -0.29930 -1.39046 0.81828  -0.4812
C3 -1.13806 0.48194 -0.42037  -0.2997
O2 -1.37581 0.69825 0.92676  -0.6614
H1 2.07298 -0.52580 0.58706  0.3299
H2 1.58677 1.07121 0.00762  0.3471
H3 1.69758 -0.25256 -1.12112  0.2895
H4 -1.90695 -0.06091 -0.97570  0.2478
H5 -0.82056 1.37541 -0.97683  0.2541
H6 -1.20699 -1.11179 1.11970  0.3971

=====

Relative to the most stable one, in hartree, the structures come out at i) 0.0251; ii) 0.0000.

=====

i) A cluster of 2 separate species, C3H6O2 in total. Source: OMol25; level of theory: wB97M-V/def2-TZVPD.

Calculated values
spin multiplicity: 1
SMILES: CC=O.C=O
HOMO: -9.96 eV
frontier orbital gap: 0.39073 hartree

Last column: Mulliken charge in e.
Positions of all 11 atoms, in Å:
C1 -1.89150 0.68110 -0.07314  -0.8321
C2 -0.63849 0.99576 0.68427  0.0989
O1 0.00112 2.00522 0.50531  -0.4724
H1 -2.19812 1.53385 -0.66352  0.2906
H2 -2.70135 0.35689 0.58058  0.2932
H3 -1.67282 -0.13905 -0.77168  0.2300
H4 -0.24822 0.29725 1.41917  0.3905
C3 2.32878 -1.41517 -0.41113  -0.0824
O2 2.90800 -1.03957 0.56237  -0.3757
H5 1.88466 -0.78197 -1.20624  0.2284
H6 2.22794 -2.49431 -0.62600  0.2310

=====

ii) A cluster of 2 separate species, C3H6O2 in total. Source: OMol25; level of theory: wB97M-V/def2-TZVPD.

Calculated values
spin multiplicity: 1
SMILES: O=CO.C=C
HOMO: -8.96 eV
frontier orbital gap: 0.35794 hartree

Last column: Mulliken charge in e.
Positions of all 11 atoms, in Å:
O1 0.42568 0.29247 2.72031  -0.4745
C1 0.98181 0.78501 1.77714  0.1498
O2 2.23573 0.49376 1.41113  -0.4135
H1 0.42973 1.52755 1.20751  0.4018
H2 2.77169 0.30920 2.19291  0.3250
C2 -0.48837 -0.59393 -1.38029  -0.2846
C3 -1.81212 -0.51514 -1.62751  -0.4752
H3 0.17228 -1.29164 -1.88026  0.2726
H4 -0.04735 0.12118 -0.69065  0.0156
H5 -2.32025 -1.47550 -1.72552  0.2242
H6 -2.34884 0.34706 -2.00478  0.2588

=====

Relative to the most stable one, in hartree, the structures come out at i) 0.0000; ii) 0.0369.

=====

i) A structure of composition C3H6O2. Source: OMol25; level of theory: wB97M-V/def2-TZVPD.

Calculated values
spin multiplicity: 1
HOMO: -8.52 eV
frontier orbital gap: 0.34678 hartree

Last column: Mulliken charge in e.
Positions of all 11 atoms, in Å:
C1 0.58876 1.03589 0.06665  -0.4305
C2 0.96807 -1.08909 -0.24835  -0.5300
O1 -0.26785 -1.21457 -0.78576  -0.2618
C3 -1.20334 -0.39787 -0.11827  -0.2200
O2 -0.73655 0.91363 -0.28561  -0.3240
H1 1.03003 1.86702 -0.48998  0.3057
H2 0.78003 1.10911 1.14215  0.3088
H3 1.36458 0.08334 -0.47804  0.3166
H4 0.90238 -1.15897 0.85608  0.2436
H5 -2.17466 -0.47384 -0.60637  0.2380
H6 -1.25145 -0.67462 0.94750  0.3538

=====

ii) The molecule C3H6O2. Source: OMol25; level of theory: wB97M-V/def2-TZVPD.

Calculated values
spin multiplicity: 1
SMILES: C1COCO1
HOMO: -9.81 eV
frontier orbital gap: 0.39894 hartree

Last column: Mulliken charge in e.
Positions of all 11 atoms, in Å:
C1 0.48751 0.94370 0.19483  -0.3210
C2 0.98489 -0.47349 -0.05730  -0.3070
O1 -0.16224 -1.10661 -0.59661  -0.3615
C3 -1.29745 -0.42071 -0.11527  -0.1413
O2 -0.85947 0.72518 0.57235  -0.3597
H1 0.55157 1.56078 -0.71454  0.2529
H2 0.99496 1.45356 1.01779  0.2761
H3 1.79300 -0.53434 -0.79184  0.2729
H4 1.30591 -0.95707 0.87707  0.2499
H5 -1.92575 -0.15844 -0.97871  0.2248
H6 -1.87293 -1.03254 0.59222  0.2139

=====

Relative to the most stable one, in hartree, the structures come out at i) 0.1327; ii) 0.0000.